Entry 1:
The following is a DFT calculation (ωB97M-V/def2-TZVPD) of a 2-piece molecular cluster, C30H49BN2O8 overall.

Cartesian coordinates (Å):
C1 1.1974 -2.1166 6.3747
O1 -0.1121 -2.0992 6.9053
C2 -1.0657 -1.4898 6.0464
C3 -1.7663 -2.5458 5.2086
C4 -2.5480 -1.9186 4.0300
C5 -2.0586 -2.3202 2.6585
C6 -1.6365 -1.3736 1.7053
C7 -1.6963 0.1025 2.0713
C8 -3.1018 0.7365 2.1028
C9 -3.9622 0.3051 0.9384
N1 -4.3080 1.2969 -0.0207
O2 -4.3480 -0.8181 0.8162
C10 -1.1412 -1.7835 0.4446
C11 -0.7755 -0.6990 -0.5422
C12 0.6253 -0.1112 -0.3685
C13 0.8067 1.0616 -1.3338
C14 1.5865 2.2379 -0.7213
C15 0.7077 3.4416 -0.5678
O3 -0.2060 3.1891 0.5190
C16 -0.8369 4.2965 0.9996
C17 -0.0419 5.1338 1.9501
O4 -1.9700 4.5193 0.7234
C18 -1.0197 -3.1603 0.0952
B1 -0.4157 -3.6235 -1.2948
O5 0.4087 -2.7646 -2.0316
O6 -0.6676 -4.8446 -1.8483
C19 0.5122 -5.6539 -1.8513
C20 -1.4855 -4.0787 1.0550
C21 -1.9960 -3.6684 2.2783
C22 -2.4596 -4.8603 3.0492
O7 -3.0910 -4.9088 4.0648
N2 -2.0727 -5.9667 2.3136
C23 -1.6226 -7.1725 2.9798
C24 -1.5619 -5.5954 1.0584
O8 -1.3365 -6.4214 0.2249
H1 1.1884 -2.0631 5.2863
H2 1.7648 -1.2749 6.7708
H3 1.6988 -3.0403 6.6473
H4 -1.7900 -1.0147 6.7033
H5 -0.5954 -0.7225 5.4272
H6 -2.4656 -3.0746 5.8429
H7 -1.0500 -3.2801 4.8615
H8 -2.4529 -0.8504 4.1656
H9 -3.6133 -2.1321 4.0815
H10 -1.0747 0.7118 1.4381
H11 -1.2628 0.2050 3.0631
H12 -2.9614 1.8128 2.0431
H13 -3.5936 0.5406 3.0489
H14 -3.7098 1.2215 -0.8358
H15 -4.1786 2.2221 0.3689
H16 -1.4733 0.1212 -0.3968
H17 -0.9292 -1.0236 -1.5607
H18 1.3911 -0.8701 -0.4943
H19 0.6832 0.2690 0.6487
H20 1.2237 0.7231 -2.2781
H21 -0.1829 1.4451 -1.5733
H22 2.3786 2.5252 -1.4135
H23 2.0666 1.9756 0.2162
H24 1.2924 4.3409 -0.3672
H25 0.1424 3.6299 -1.4796
H26 0.0011 4.6048 2.8975
H27 0.9759 5.2575 1.5944
H28 -0.5208 6.0939 2.0760
H29 1.2993 -2.7168 -1.6732
H30 0.2252 -6.6918 -1.9497
H31 1.1715 -5.3775 -2.6712
H32 1.0509 -5.5513 -0.9072
H33 -1.1102 -7.8215 2.2826
H34 -0.9774 -6.9419 3.8240
H35 -2.4732 -7.7231 3.3707
C25 0.6932 3.3417 -5.5473
C26 1.9042 3.2067 -4.6293
C27 2.7128 4.4964 -4.4963
C28 3.3321 5.0060 -5.7981
C29 4.2599 4.0149 -6.4990
C30 5.4809 3.6327 -5.6668
H36 0.9869 3.5843 -6.5691
H37 0.1296 2.4084 -5.5828
H38 0.0206 4.1251 -5.1917
H39 2.5436 2.3921 -4.9805
H40 1.5613 2.9134 -3.6325
H41 3.5007 4.3456 -3.7519
H42 2.0648 5.2809 -4.0912
H43 3.8912 5.9214 -5.5806
H44 2.5384 5.2987 -6.4907
H45 4.5988 4.4640 -7.4358
H46 3.7087 3.1124 -6.7763
H47 6.0684 4.5164 -5.4100
H48 6.1273 2.9517 -6.2216
H49 5.1977 3.1314 -4.7399

Properties
Energy relative to the best compared isomer or geometry (same formula, charge and spin)   42.87 kJ/mol
E_HOMO   -9.2 eV
HOMO-LUMO gap   0.336 hartree

How is the electron density shared among the atoms? According to Mulliken, the charges in e are:
1. C -0.665
2. O -0.433
3. C -0.723
4. C -0.576
5. C -1.373
6. C 0.747
7. C 0.668
8. C -0.649
9. C -0.446
10. C 0.097
11. N -0.632
12. O -0.429
13. C 0.184
14. C -1.716
15. C -0.252
16. C -0.972
17. C -1.149
18. C -0.705
19. O -0.117
20. C 0.603
21. C -1.053
22. O -0.551
23. C -0.209
24. B 0.843
25. O -0.614
26. O -0.453
27. C -0.722
28. C 0.716
29. C 0.470
30. C 0.189
31. O -0.618
32. N 0.178
33. C -1.069
34. C 0.016
35. O -0.572
36. H 0.245
37. H 0.279
38. H 0.276
39. H 0.329
40. H 0.471
41. H 0.211
42. H 0.360
43. H 0.159
44. H 0.492
45. H -0.846
46. H 0.707
47. H 0.536
48. H 0.370
49. H 0.262
50. H 0.331
51. H -0.053
52. H 1.101
53. H 0.394
54. H 0.469
55. H 0.593
56. H 0.402
57. H 0.452
58. H 0.483
59. H 0.558
60. H 0.330
61. H 0.246
62. H 0.339
63. H 0.375
64. H 0.297
65. H 0.231
66. H 0.294
67. H 0.286
68. H 0.373
69. H 0.322
70. H 0.332
71. C -1.450
72. C 0.699
73. C -0.665
74. C -0.896
75. C -0.331
76. C -1.167
77. H 0.333
78. H 0.422
79. H 0.319
80. H 0.319
81. H -0.610
82. H 0.335
83. H 0.412
84. H 0.394
85. H 0.328
86. H 0.378
87. H 0.226
88. H 0.296
89. H 0.377
90. H 0.263

Entry 2:
The following is a DFT calculation (ωB97M-V/def2-TZVPD) of one molecule with the formula C2H3NOS3.

Cartesian coordinates (Å):
S1 -0.8984 0.2262 2.4500
C1 0.0781 0.2485 1.1602
S2 1.7111 0.3417 1.1396
O1 1.7963 0.3969 -0.5031
N1 0.5157 0.8193 -1.0619
C2 -0.4963 0.1712 -0.2618
S3 -0.6071 -1.6667 -0.6518
H1 0.6651 0.8150 -2.0563
H2 -1.3609 0.7482 -0.6778
H3 -1.4036 -2.1003 0.4630

Properties
Energy relative to the best compared isomer or geometry (same formula, charge and spin)   300.36 kJ/mol
E_HOMO   -8.9 eV
HOMO-LUMO gap   0.306 hartree

How is the electron density shared among the atoms? According to Mulliken, the charges in e are:
1. S -0.211
2. C 0.080
3. S 0.143
4. O -0.244
5. N -0.314
6. C 0.041
7. S -0.240
8. H 0.255
9. H 0.319
10. H 0.172

Entry 3:
The following is a DFT calculation (ωB97M-V/def2-TZVPD) of C8CrF24N4O16S8 as an isolated structure.

Cartesian coordinates (Å):
Cr1 -0.0998 -0.0008 -0.0295
C1 1.6803 0.2867 4.1046
F1 1.8376 1.5538 3.7157
F2 2.7457 -0.0056 4.8555
F3 0.5695 -0.0479 4.7942
S1 1.6910 -0.9226 2.5645
O1 2.8827 -1.7634 2.7402
O2 0.4484 -1.7176 2.6812
N1 1.5697 0.1026 1.1157
S2 3.0884 0.6201 1.1113
O3 3.2446 1.9337 0.4810
O4 4.0634 0.4184 2.2047
C2 4.0085 -0.4292 -0.2884
F4 3.3649 -0.4298 -1.4708
F5 5.3430 -0.1647 -0.3248
F6 4.0557 -1.7019 0.1512
C3 -2.7795 -1.8133 3.1819
F7 -2.5792 -2.8397 2.4197
F8 -4.0733 -1.9379 3.6511
F9 -1.9444 -1.9089 4.2377
S3 -2.5026 -0.0418 2.3139
O5 -3.7454 0.7139 2.5466
O6 -1.2605 0.5403 2.8919
N2 -2.1102 -0.5134 0.6386
S4 -3.3361 -1.0993 -0.0526
O7 -3.0192 -2.0025 -1.1819
O8 -4.4197 -1.5470 0.8140
C4 -4.1084 0.3703 -0.9261
F10 -5.1902 -0.0221 -1.6752
F11 -4.5612 1.2238 -0.0396
F12 -3.2192 1.0760 -1.5655
C5 -0.2070 3.0450 -3.3213
F13 0.4027 2.3229 -4.1757
F14 -0.1675 4.3437 -3.6424
F15 -1.4784 2.6699 -3.2000
S5 0.8191 2.7663 -1.7160
O9 1.9203 1.9020 -2.1682
O10 1.2321 4.0703 -1.3944
N3 -0.2661 1.9831 -0.5854
S6 -1.0272 3.1767 0.0549
O11 -1.4582 4.3297 -0.8523
O12 -2.1835 2.6739 0.8328
C6 0.1996 4.0574 1.4646
F16 0.6037 5.1612 0.9111
F17 -0.4404 4.4201 2.5190
F18 1.2734 3.3657 1.7091
C7 -0.3622 -4.1431 -0.4439
F19 -1.3283 -4.0984 -1.3474
F20 -0.8447 -3.5546 0.6526
F21 -0.0019 -5.3689 -0.1389
S7 1.1130 -2.9649 -1.0195
O13 1.8497 -2.8352 0.2493
O14 1.8297 -3.7518 -2.0389
N4 0.4273 -1.3671 -1.4542
S8 0.0833 -1.6413 -2.9825
O15 -0.2763 -2.9243 -3.5675
O16 -0.8765 -0.5910 -3.3569
C8 1.6545 -1.2685 -3.9565
F22 2.6649 -2.0025 -3.5127
F23 1.3567 -1.7210 -5.1947
F24 1.8440 0.0146 -3.9852

Properties
E_HOMO (alpha / beta)   -8.0 / -8.5 eV
Multiplicity   6
Charge   -1
HOMO-LUMO gap (alpha / beta)   0.306 / 0.123 hartree
Expectation value of S²   8.774

How is the electron density shared among the atoms? According to Mulliken, the charges in e are:
1. Cr 3.019
2. C 0.856
3. F -0.176
4. F -0.208
5. F -0.122
6. S 0.024
7. O -0.268
8. O -0.363
9. N 0.660
10. S 0.231
11. O -0.487
12. O -0.402
13. C 0.647
14. F -0.097
15. F -0.240
16. F -0.244
17. C 0.653
18. F -0.178
19. F -0.248
20. F -0.211
21. S 0.437
22. O -0.481
23. O -0.512
24. N -0.074
25. S 0.480
26. O -0.633
27. O -0.671
28. C 0.612
29. F -0.248
30. F -0.223
31. F -0.170
32. C 0.614
33. F -0.156
34. F -0.222
35. F -0.156
36. S 0.282
37. O -0.438
38. O -0.505
39. N 0.144
40. S 0.601
41. O -0.670
42. O -0.549
43. C 0.581
44. F -0.222
45. F -0.237
46. F -0.130
47. C 0.596
48. F -0.178
49. F -0.245
50. F -0.208
51. S 0.391
52. O -0.524
53. O -0.570
54. N 0.173
55. S 0.411
56. O -0.535
57. O -0.630
58. C 0.607
59. F -0.213
60. F -0.248
61. F -0.128